C21H40CaP2 | ωB97M-V/def2-TZVPD

## Properties
- Energy relative to the best compared isomer or geometry (same formula, charge and spin): 0.0 kJ/mol
- HOMO-LUMO gap: 5.96 eV
- Total energy: -2184.18771 a.u.

Structure (XYZ):
```
64
C21H40CaP2 ωB97M-V/def2-TZVPD
P 0.45795 -1.26783 -2.32663
P 1.33254 1.55184 -2.27219
C 0.75014 -0.50334 -4.05286
C 1.56126 0.77457 -4.00203
H -0.28936 -0.36238 -4.42695
H 1.20848 -1.24312 -4.72898
H 2.62947 0.53077 -4.16897
H 1.23481 1.44386 -4.82472
C -0.08762 2.59694 -2.87132
H -0.36031 3.28221 -2.06069
H -1.00142 2.04712 -3.15389
H 0.15134 3.23486 -3.74468
C 2.58049 2.87737 -2.32994
H 2.51487 3.50488 -3.22786
H 3.58934 2.45520 -2.26830
H 2.39953 3.50248 -1.44994
C -0.30737 -2.68559 -3.27970
H -0.27581 -3.70035 -2.85883
H 0.21435 -2.76196 -4.24568
H -1.36412 -2.45749 -3.52220
C 2.04565 -1.89507 -1.74622
H 2.77416 -1.05688 -1.65716
H 2.47853 -2.56767 -2.48468
H 2.00910 -2.45729 -0.79798
Ca 2.33810 0.11046 0.04999
C -2.67742 1.37109 -0.78425
C -3.26562 0.85697 -1.85984
C -3.63025 -0.57829 -2.09019
C -3.70673 -1.59328 -0.91189
C -2.39118 -2.18396 -0.56857
C -1.19236 -1.57871 -0.40993
C -1.02822 -0.34472 0.47711
C -2.21539 0.60569 0.49110
C 2.30632 -2.19049 1.19251
H -2.47938 2.45612 -0.67228
H -3.56006 1.49891 -2.69636
H -2.92999 -0.96819 -2.84323
H -4.61811 -0.59503 -2.58688
H -4.22507 -1.09936 -0.07250
H -4.36557 -2.45449 -1.22669
H -2.44393 -3.25765 -0.37023
H -0.38711 -2.32976 -0.26456
H -0.12193 0.27029 0.38683
H -0.94581 -0.79826 1.46843
H -3.01819 -0.04831 0.81214
H -2.00607 1.33318 1.30682
H 3.29395 -2.66850 1.27357
H 1.53396 -2.95591 1.00840
H 2.07747 -1.69614 2.11883
C 1.84778 0.38240 6.34990
C 1.05070 0.84423 5.11050
C -0.33197 0.17462 5.20950
C 0.84708 2.35929 5.15578
C 1.63211 0.62922 3.75086
C 1.91863 0.57883 2.54981
H 1.32436 0.76465 7.24562
H 2.88357 0.73332 6.34546
H 1.87561 -0.71123 6.43322
H -0.83473 0.49293 6.13486
H -0.94088 0.46569 4.34890
H -0.22904 -0.91454 5.21206
H 1.79931 2.88259 5.04584
H 0.22645 2.64801 4.30120
H 0.34359 2.66524 6.08055
```

These are the natural (NBO) partial charges, in e, on atoms 1 to 8:
1 P 0.858
2 P 0.695
3 C -0.698
4 C -0.679
5 H 0.228
6 H 0.214
7 H 0.222
8 H 0.229

***

C15H31B3BrFO24S5 | ωB97M-V/def2-TZVPD

## Properties
- HOMO-LUMO gap: 9.14 eV
- Total energy: -7135.38656 a.u.

Structure (XYZ):
```
80
C15H31B3BrFO24S5 ωB97M-V/def2-TZVPD
C -0.15840 0.09147 0.19796
O 0.44887 -0.85827 -0.67715
C 1.72997 -1.30440 -0.20151
B 2.89042 -0.26533 -0.62024
O 2.47987 0.77186 -1.50437
B 3.34831 1.85456 -1.43960
Br 2.81101 3.71503 -1.22039
O 4.72353 1.54728 -1.49511
B 4.92993 0.82168 -0.28198
C 5.89867 1.46765 0.79691
C 6.19777 0.56628 2.05398
C 6.52468 1.52145 3.27400
F 7.89616 1.36824 3.61133
O 4.21227 -0.37620 -0.14142
H -1.10833 0.43918 -0.30480
H -0.46467 -0.30923 1.18983
H 0.45914 1.00579 0.38620
H 1.93602 -2.27181 -0.73319
H 1.73622 -1.50379 0.89386
H 5.38055 2.39982 1.15249
H 6.81607 1.82650 0.26854
H 5.29692 -0.04657 2.25925
H 7.11425 -0.03879 1.88625
H 6.37869 2.59161 3.02402
H 5.86879 1.23254 4.12394
C -1.25545 -5.00963 1.17591
C -0.33718 -5.76103 2.11432
O 0.39475 -4.73993 2.80192
S -0.54334 -3.43762 2.97032
O -1.11691 -3.45821 4.26914
O 0.16395 -2.31328 2.46637
O -1.67731 -3.85312 1.91277
H -0.71961 -4.66796 0.28597
H -2.11063 -5.60252 0.87511
H 0.33887 -6.43107 1.58850
H -0.90610 -6.32869 2.85561
C -5.18241 1.72698 1.21272
C -4.41291 2.53820 0.18961
O -3.63112 1.58311 -0.52732
S -4.43567 0.19122 -0.59581
O -5.10232 0.12082 -1.84870
O -3.58757 -0.84242 -0.11918
O -5.53688 0.51923 0.53938
H -4.55291 1.46904 2.06795
H -6.07483 2.24259 1.56331
H -3.77278 3.28868 0.64983
H -5.08844 3.02269 -0.52058
C 0.11921 -9.92347 -0.58373
C -0.17144 -9.13223 -1.84272
O -1.56396 -8.81436 -1.76000
S -1.97531 -8.62647 -0.21536
O -1.95810 -7.23356 0.09028
O -3.09332 -9.45032 0.05573
O -0.66261 -9.29490 0.43744
H -0.21435 -10.95923 -0.67942
H 1.17479 -9.90696 -0.31985
H 0.04075 -9.69632 -2.74807
H 0.38954 -8.19422 -1.85991
C 1.32122 7.99619 1.80555
C 0.72471 7.67809 0.44878
O 0.86812 6.26300 0.31014
S 0.74955 5.57193 1.76178
O -0.58018 5.10728 1.93075
O 1.88130 4.74011 1.95601
O 0.93192 6.90814 2.64711
H 2.41290 8.02076 1.76265
H 0.95417 8.93845 2.20790
H 1.23254 8.19672 -0.36152
H -0.34198 7.91487 0.41904
C -2.90122 3.51608 -5.32527
C -4.00173 4.51958 -5.04326
O -4.36676 4.28837 -3.68090
S -3.06364 3.80679 -2.85534
O -2.51272 4.93358 -2.18791
O -3.38369 2.59501 -2.17079
O -2.12765 3.46420 -4.12424
H -3.31051 2.52010 -5.51063
H -2.27767 3.81295 -6.16649
H -4.86104 4.39085 -5.69787
H -3.63276 5.54535 -5.12586
```

These are the Mulliken partial charges, in e, on atoms 1 to 8:
1 C 0.058
2 O -0.389
3 C -0.410
4 B 0.413
5 O 0.032
6 B 0.491
7 Br -0.191
8 O -0.237

***

C24H40BFNO8S | ωB97M-V/def2-TZVPD

## Properties
- HOMO-LUMO gap: 7.42 eV
- Total energy: -2117.87035 a.u.
- Total charge: +1

Structure (XYZ):
```
76
C24H40BFNO8S ωB97M-V/def2-TZVPD
C 2.81441 2.91320 -0.99716
C 1.42510 2.29000 -0.84870
F 0.82080 2.75372 0.31944
C 0.52548 2.50796 -2.10533
C -0.48902 1.39001 -2.29826
N -1.61408 1.45969 -1.57701
C -2.61016 0.57306 -1.67756
C -3.84762 0.77598 -0.84195
B -4.98516 1.55446 -1.70198
O -6.27332 1.09342 -1.78087
O -4.62585 2.71165 -2.35475
C -2.50011 -0.46816 -2.55729
C -1.34554 -0.57628 -3.30874
C -1.29853 -1.75333 -4.31138
O -1.92277 -1.72551 -5.33404
O -0.52899 -2.89551 -4.03353
S -0.17925 -2.90206 -2.37647
C -0.30181 0.36462 -3.19237
C 0.92023 0.20360 -4.08531
C 2.26800 0.40757 -3.38914
O 3.08721 1.13519 -3.89857
H 3.23739 3.08612 -0.00213
H 2.78292 3.89397 -1.48377
H 3.44805 2.21357 -1.54779
H 1.57951 1.20652 -0.76398
H 1.14935 2.64040 -2.98870
H -0.00107 3.45125 -1.89803
H -1.75361 2.22732 -0.92787
H -3.59746 1.36871 0.05230
H -4.21558 -0.20758 -0.53729
H -6.44122 0.79967 -2.68688
H -3.86198 3.09857 -1.91645
H -3.32590 -1.16302 -2.65238
H 0.95073 -2.14566 -2.31964
H 0.79298 0.85161 -4.95923
H 0.93119 -0.82275 -4.48651
H 2.51623 -0.05529 -2.40930
C 3.44434 -5.69824 0.75226
C 2.96042 -6.09350 -0.63785
C 2.26596 -4.82273 -1.09726
O 2.94650 -3.72792 -0.46781
C 3.82025 -4.23820 0.55039
H 4.27309 -6.30222 1.11729
H 2.62225 -5.77817 1.46829
H 3.81589 -6.30719 -1.28269
H 2.30443 -6.96233 -0.64506
H 1.22125 -4.79928 -0.77144
H 2.29557 -4.69461 -2.17985
H 4.85016 -4.13893 0.19396
H 3.70900 -3.64349 1.45862
C 1.21445 -1.15781 2.74028
C 0.38046 0.09256 2.49235
C -0.28877 -0.22529 1.19020
O -0.46138 -1.62262 1.13078
C 0.29704 -2.25137 2.18115
H 1.48518 -1.31747 3.78222
H 2.13564 -1.10593 2.15342
H -0.37781 0.20116 3.27240
H 0.96430 1.01132 2.45297
H 0.33740 0.06471 0.33707
H -1.26076 0.26962 1.09536
H -0.40884 -2.61834 2.93161
H 0.85461 -3.10124 1.78562
C -0.86652 4.44152 4.74262
C -1.15805 3.06783 5.34078
C -2.41142 2.66107 4.58546
O -2.33578 3.27866 3.29238
C -1.28281 4.24138 3.28262
H 0.16934 4.75851 4.85148
H -1.50428 5.19383 5.21157
H -0.33669 2.38608 5.10328
H -1.29779 3.07081 6.42024
H -3.31510 3.02879 5.08080
H -2.49760 1.57954 4.46586
H -0.46158 3.83776 2.67807
H -1.63291 5.16510 2.81923
```

These are the Mulliken partial charges, in e, on atoms 1 to 8:
1 C -1.552
2 C 1.042
3 F -0.281
4 C -1.832
5 C 0.388
6 N 0.546
7 C 0.285
8 C -1.569

***

C47H47Cl2CrN3O4PSi | ωB97M-V/def2-TZVPD

## Properties
- Spin multiplicity: 4
- Energy relative to the best compared isomer or geometry (same formula, charge and spin): 17.5 kJ/mol
- HOMO-LUMO gap (alpha / beta): 6.81 / 6.79 eV
- Total energy: -4880.22758 a.u.

Structure (XYZ):
```
106
C47H47Cl2CrN3O4PSi ωB97M-V/def2-TZVPD
Cr -0.13949 -0.39248 0.66716
C -1.39742 0.70342 5.15088
Si -1.57050 -0.59254 3.79223
C -3.21652 -1.45873 3.97581
C -0.25938 -1.84268 4.28197
N -1.44327 0.01726 2.16135
C -2.44330 0.85138 1.67976
C -3.33637 1.60550 2.47116
C -4.27600 2.45813 1.91670
C -4.38503 2.61754 0.53918
C -3.54568 1.87220 -0.27107
C -2.63384 1.01859 0.30644
O -1.82269 0.22187 -0.52616
C -2.50101 -0.73519 -1.30344
C -3.71832 -1.24653 -0.89415
C -4.34678 -2.19788 -1.68185
C -3.76343 -2.64251 -2.86048
C -2.52966 -2.13463 -3.24089
C -1.89413 -1.17967 -2.46181
H -1.67677 0.22736 6.09681
H -2.00624 1.60098 5.04244
H -0.35818 1.02558 5.24157
H -3.31625 -1.89294 4.97510
H -3.28787 -2.26866 3.24325
H -4.06243 -0.78795 3.81401
H -0.21479 -1.81842 5.37461
H 0.74562 -1.62460 3.91946
H -0.52357 -2.86059 3.98359
H -3.28681 1.52472 3.54659
H -4.92698 3.01770 2.57756
H -5.11138 3.29248 0.10736
H -3.59877 1.93005 -1.35242
H -4.15806 -0.92439 0.04002
H -5.29684 -2.60450 -1.35985
H -4.26459 -3.37879 -3.47476
H -2.05423 -2.47747 -4.15179
H -0.92366 -0.80001 -2.74397
Cl -2.62019 -4.68309 0.75785
C -1.01982 -4.35706 1.32715
C -0.28885 -5.37064 1.97979
C 0.99572 -5.16464 2.38973
Cl 1.88356 -6.45623 3.14704
C 1.61796 -3.90751 2.19151
C 2.95455 -3.58190 2.49549
C 3.43269 -2.33301 2.20060
C 2.56801 -1.36871 1.66475
N 1.30131 -1.62969 1.42621
C 0.83705 -2.89770 1.61422
C -0.47500 -3.11010 1.10367
O -1.03027 -2.13387 0.45017
H -0.75402 -6.33449 2.13653
H 3.59576 -4.32891 2.94471
H 4.46255 -2.06822 2.39348
H 2.89820 -0.35886 1.45931
O 1.79940 -3.65179 -1.19471
N 1.90431 -2.45505 -1.86519
C 1.45125 -2.45960 -3.04801
C 1.57944 -1.31635 -3.96621
C 1.90675 -1.67757 -5.27871
C 2.14785 -0.72895 -6.25112
C 2.03628 0.61415 -5.91636
C 1.67341 0.97063 -4.63085
C 1.42717 0.02866 -3.62594
P 0.97945 0.67007 -1.90701
C 2.62041 1.44388 -1.62356
C 3.61832 0.58011 -1.17329
C 4.91586 1.03332 -0.99225
C 5.23319 2.35834 -1.26602
C 4.24731 3.21741 -1.72754
C 2.94673 2.76317 -1.90617
C -0.17201 2.02313 -2.36060
C -0.30649 3.12146 -1.51341
C -1.25140 4.10482 -1.76601
C -2.10004 3.99173 -2.85733
C -1.99765 2.88692 -3.69151
C -1.04119 1.91161 -3.44676
H 1.27639 -4.26643 -1.73817
H 1.04789 -3.38351 -3.47731
H 2.00072 -2.73046 -5.52055
H 2.42725 -1.02939 -7.25250
H 2.21930 1.38180 -6.65778
H 1.55818 2.02211 -4.40285
H 3.37169 -0.46048 -0.98459
H 5.68245 0.35333 -0.64079
H 6.24555 2.71611 -1.12702
H 4.48789 4.25052 -1.94570
H 2.18698 3.45023 -2.25650
H 0.32893 3.18933 -0.64285
H -1.33378 4.95287 -1.09766
H -2.84334 4.75457 -3.05214
H -2.66461 2.78031 -4.53772
H -0.97448 1.06528 -4.11780
C 0.01434 2.97098 2.41708
C 1.17639 2.11772 1.90258
C 2.28122 3.04514 1.39890
C 1.75351 1.31323 3.07012
O 0.76789 1.28090 0.82748
H 0.38632 3.73420 3.10543
H -0.71512 2.36015 2.94269
H -0.49658 3.47007 1.59141
H 2.67809 3.62809 2.23380
H 1.90735 3.74319 0.64813
H 3.09828 2.46957 0.95583
H 1.82525 1.93666 3.96406
H 2.75783 0.95065 2.83994
H 1.11533 0.46419 3.29845
```

These are the Mulliken partial charges, in e, on atoms 1 to 8:
1 Cr -0.011
2 C -1.369
3 Si 0.275
4 C -1.317
5 C -0.957
6 N 1.309
7 C -0.146
8 C -0.182